Here is a 10-piece molecular cluster, C36H50N8O16 overall in a non-equilibrium geometry from the OMol25 dataset. Energies are from ωB97M-V/def2-TZVPD.

Structure (XYZ):
```
110
Properties=species:S:1:pos:R:3:lowdin_charge:R:1
O 2.0506 7.5421 1.8248 -0.3655
C 1.5703 6.5150 2.7174 -0.3073
C 1.6574 6.7378 4.3381 -0.3924
O 2.7926 7.0726 5.1056 -0.3602
H 2.1805 5.6494 2.4595 0.0587
H 0.6088 6.1727 2.3347 0.0393
H 1.1040 6.0185 4.9417 0.0452
H 0.9667 7.5518 4.5583 0.0429
C 2.6256 8.3284 -1.9374 0.0036
C 2.7396 9.0784 -3.0947 -0.0367
C 2.0779 8.6804 -4.2552 -0.3157
C 1.3110 7.4774 -4.2490 -0.0418
C 1.1687 6.7148 -3.1105 -0.0306
C 1.8642 7.0944 -1.9053 -0.2928
O 1.8234 6.2667 -0.8471 0.0225
O 2.1228 9.5689 -5.3192 -0.0051
H 3.2153 8.4832 -1.0459 0.1117
H 3.2235 10.0438 -3.0826 0.1116
H 0.7012 7.1388 -5.0735 0.0970
H 0.4552 5.9099 -3.0134 0.1063
H 2.0382 6.6909 -0.0131 0.0425
H 1.3436 9.6207 -5.8776 0.0891
C 7.6868 4.8293 1.0320 -0.0118
C 6.8936 5.9717 1.2455 -0.0315
C 5.5789 5.9063 1.1354 -0.2885
C 4.9334 4.7141 0.8544 0.0219
C 5.7072 3.5391 0.7701 -0.0321
C 7.0768 3.6152 0.8312 -0.3784
O 7.8826 2.5386 0.5977 0.0175
O 4.8571 7.1494 1.1771 0.0165
H 8.7537 4.9762 0.9506 0.1075
H 7.3782 6.9174 1.4380 0.1205
H 3.8624 4.7621 0.9853 0.1113
H 5.1884 2.5924 0.8032 0.1040
H 7.3944 1.8899 0.0855 0.0922
H 3.9004 7.0782 1.1428 0.0231
C 0.3792 13.2198 1.0545 -0.0140
C 0.6666 12.1127 1.8793 -0.0128
C 0.5556 10.7998 1.4279 -0.3302
C 0.3712 10.4679 0.0914 -0.0034
C 0.0323 11.5384 -0.7105 -0.0352
C 0.0447 12.8625 -0.2560 -0.3200
O -0.2022 13.9372 -1.1398 -0.0272
O 0.6431 9.8850 2.4074 0.0426
H 0.4069 14.2320 1.4301 0.1025
H 1.0452 12.3143 2.8705 0.1072
H 0.1476 9.4374 -0.1418 0.1019
H -0.1379 11.2765 -1.7444 0.1086
H -0.9542 13.7270 -1.6983 0.0781
H 0.9028 8.9994 2.1431 0.0366
C 5.4556 1.8168 3.5274 -0.0204
C 5.5046 3.0391 4.2182 -0.0158
C 4.2928 3.5719 4.6512 -0.2509
C 3.0765 2.9559 4.4340 -0.0310
C 3.0100 1.7248 3.8738 -0.0218
C 4.1846 1.1224 3.4109 -0.2964
O 4.0469 -0.0582 2.7323 0.0165
O 4.4792 4.8404 5.3218 -0.0194
H 6.3612 1.4257 3.0876 0.0965
H 6.3721 3.6822 4.2367 0.1186
H 2.2222 3.4344 4.8896 0.0989
H 2.0209 1.2949 3.8166 0.0911
H 4.7670 -0.2879 2.1404 0.0921
H 3.9027 5.5618 5.0593 0.0155
C -3.4298 2.8441 3.5487 -0.0163
C -2.5735 1.9207 4.1780 -0.0067
C -1.1938 2.2439 4.1520 -0.3110
C -0.7041 3.4458 3.6984 -0.0079
C -1.5762 4.3851 3.1581 -0.0080
C -2.9445 4.1372 3.1611 -0.3073
O -3.7863 5.1046 2.6747 0.0189
O -0.2725 1.3114 4.5466 0.0201
H -4.4869 2.6343 3.4780 0.0960
H -2.9345 0.9846 4.5777 0.1024
H 0.3514 3.6169 3.5466 0.1057
H -1.1430 5.2939 2.7674 0.0819
H -3.3233 5.9450 2.6439 0.0843
H 0.6675 1.4845 4.4574 0.0394
C 1.0835 4.0024 7.8955 -0.7888
O -0.0031 3.7228 7.4023 0.0006
N 1.4635 3.6767 9.1052 0.1598
N 1.9447 4.7514 7.2775 0.1998
H 1.0737 2.8543 9.5432 0.1109
H 2.4466 3.9057 9.1404 0.0989
H 2.8824 4.6456 7.6375 0.1086
H 1.8936 5.0072 6.3018 0.0637
C -1.8546 7.7117 -0.6227 -0.8369
O -1.7566 7.6245 -1.7674 0.0979
N -2.7783 8.3589 0.1123 0.1607
N -1.1283 6.9618 0.1707 0.1865
H -2.8110 8.1350 1.0966 0.0983
H -3.4536 8.8343 -0.4691 0.1065
H -0.3772 6.5461 -0.3614 0.0961
H -1.0637 7.3041 1.1187 0.0942
C 0.0816 10.8784 6.4169 -0.8291
O -1.1095 10.7454 6.4643 0.0281
N 0.7732 11.9160 6.7566 0.1376
N 0.9357 10.0010 6.0459 0.1984
H 1.7550 11.9145 6.5198 0.1050
H 0.4027 12.7830 7.1187 0.1077
H 0.7126 9.0600 5.7545 0.0934
H 1.8620 10.1704 6.4110 0.1179
C 0.0492 7.6992 9.1542 -0.8098
O 1.2556 7.7200 9.1426 0.0260
N -0.7102 8.0981 10.1329 0.1634
N -0.5587 7.2866 8.0689 0.1765
H -0.3324 8.6751 10.8707 0.1152
H -1.6095 8.1274 9.6741 0.1029
H 0.0048 6.9203 7.3150 0.1048
H -1.4952 6.9128 8.0115 0.1110
```

Its gap between HOMO and LUMO is 5.06 eV. Its charge is -2. The HOMO energy is -1.49 eV. For the energy relative to the best compared isomer or geometry (same formula, charge and spin), the calculation gives 1.185 eV. The energy comes out at -82822.12392 eV. Its spin multiplicity is 1.